Record 1
5 unconnected molecules or ions with the total composition C36H38ClNO9S at a distorted geometry, computed with wB97M-V/def2-TZVPD.

Values from the calculation:
electronic energy = -2984.9821 hartree
spin multiplicity = 1
HOMO energy = -7.7 eV

Each line ends with the Mulliken charge.
Cartesian coordinates (Å):
O1 -4.10857 3.08152 -2.67256  -0.57
C1 -3.05542 3.30977 -2.14792  -0.22
C2 -2.21837 4.50172 -2.61099  -1.23
C3 -0.88782 4.58980 -1.89282  1.07
C4 0.23041 3.94957 -2.39525  -1.16
C5 1.41258 3.98890 -1.68865  0.83
Cl1 2.80143 3.17300 -2.37046  -0.24
C6 1.53684 4.64843 -0.46272  -0.07
C7 0.40419 5.31061 -0.00141  0.65
C8 -0.79706 5.29085 -0.69167  -1.10
S1 0.52276 6.22238 1.51768  -0.37
C9 1.64767 5.15727 2.38791  0.73
C10 1.53462 5.00329 3.76208  -0.64
C11 2.45737 4.22070 4.44302  -0.54
C12 3.47161 3.59710 3.72598  -0.68
C13 3.55589 3.72854 2.35024  -0.61
C14 2.63948 4.51333 1.65828  0.38
N1 2.75604 4.64590 0.25023  -0.33
C15 -2.53074 2.46658 -1.04133  0.59
C16 -1.72994 1.36495 -1.30296  -0.06
C17 -1.20861 0.58918 -0.28533  -0.83
C18 -1.47915 0.91414 1.03647  -0.38
C19 -2.29520 2.00614 1.30543  -1.03
C20 -2.82198 2.78270 0.28120  0.11
H1 -2.03682 4.42133 -3.67714  0.36
H2 -2.77884 5.39881 -2.37173  0.32
H3 0.14702 3.41597 -3.32626  0.43
H4 -1.66542 5.80081 -0.30995  0.34
H5 0.73425 5.50018 4.28656  0.39
H6 2.37014 4.10850 5.51028  0.40
H7 4.18658 2.99705 4.26663  0.38
H8 4.35128 3.20942 1.83385  0.36
H9 3.29939 3.85793 -0.07853  0.26
H10 -1.49820 1.11824 -2.33078  0.45
H11 -0.59332 -0.25907 -0.53351  0.56
H12 -1.04294 0.30930 1.80900  0.57
H13 -2.52192 2.26615 2.32882  0.39
H14 -3.44989 3.62928 0.51806  0.49
O2 0.17354 -1.67358 1.74267  -0.65
C21 -0.73185 -2.45986 1.71880  0.61
C22 -0.63228 -3.95832 1.53950  0.05
C23 -2.06171 -4.35060 1.18873  -0.53
C24 -2.86279 -3.28030 1.90661  -0.23
O3 -2.02508 -2.10098 1.88672  -0.38
H15 -0.29936 -4.39563 2.48350  0.40
H16 0.06627 -4.19608 0.74666  -0.33
H17 -2.33895 -5.35922 1.48854  0.38
H18 -2.20430 -4.26362 0.11085  0.20
H19 -3.06350 -3.54220 2.94152  0.03
H20 -3.80223 -3.04954 1.41004  0.41
O4 -4.70451 -5.16503 3.56294  -0.56
C25 -5.09747 -4.74461 4.61156  0.63
C26 -6.53425 -4.53378 5.04726  -0.46
C27 -6.38141 -3.62267 6.26437  -0.48
C28 -5.00710 -4.02338 6.78419  -0.44
O5 -4.25815 -4.40104 5.61536  -0.36
H21 -6.96006 -5.50357 5.30809  0.27
H22 -7.11296 -4.08144 4.24743  0.29
H23 -7.16839 -3.73296 7.00745  0.32
H24 -6.36480 -2.58049 5.94311  0.27
H25 -5.05088 -4.88317 7.45592  0.27
H26 -4.48729 -3.21107 7.28567  0.31
O6 5.38889 -1.86808 -5.95918  -0.58
C29 5.25214 -0.70490 -5.71935  0.48
C30 5.59582 0.46798 -6.61560  -0.42
C31 5.59235 1.64260 -5.64046  -0.53
C32 4.59001 1.17761 -4.59221  -0.15
O7 4.72100 -0.25581 -4.55736  -0.35
H27 4.81863 0.55966 -7.37552  0.25
H28 6.55916 0.31344 -7.09229  0.31
H29 5.32658 2.59721 -6.09005  0.32
H30 6.57916 1.74659 -5.18717  0.30
H31 3.56179 1.42556 -4.86152  0.23
H32 4.80166 1.57602 -3.60370  0.16
O8 -0.16391 -3.42956 -1.52864  -0.49
C33 0.81442 -3.74868 -2.14238  0.51
C34 1.93500 -4.66305 -1.68286  -0.34
C35 3.04147 -4.36264 -2.69259  -0.54
C36 2.24101 -3.95574 -3.92149  -0.37
O9 1.04909 -3.33368 -3.40306  -0.38
H33 1.58627 -5.69502 -1.74857  0.27
H34 2.21957 -4.43442 -0.65927  0.27
H35 3.71538 -5.19629 -2.87848  0.36
H36 3.63793 -3.51802 -2.34575  0.22
H37 1.94267 -4.81437 -4.52697  0.24
H38 2.76406 -3.24353 -4.55276  0.24

Record 2
A molecular structure, C36H38F3N5O8SeSiTi at a distorted geometry, computed with wB97M-V/def2-TZVPD.

Values from the calculation:
electronic energy = -6110.3702 hartree
spin multiplicity = 3
HOMO energy (alpha / beta) = 0.4 / -3.1 eV
total charge = -2

Each line ends with the Löwdin spin population.
Cartesian coordinates (Å):
Ti1 -0.27834 0.76553 0.40417  0.15
C1 -1.15954 4.82753 -1.18363  0.01
C2 -0.88324 3.36193 -1.49403  0.01
O1 -0.11414 2.68713 -0.82863  0.01
N1 -1.51154 2.91533 -2.59893  0.00
C3 -1.29714 1.57433 -3.12153  0.00
C4 0.06226 1.50723 -3.76653  0.00
C5 0.24166 1.52643 -5.13873  0.00
C6 1.53736 1.49793 -5.64783  0.00
C7 2.60226 1.47083 -4.74453  0.00
C8 2.31636 1.47303 -3.39283  0.00
N2 1.08546 1.48313 -2.90723  0.00
H1 -0.75454 5.06573 -0.20403  0.00
H2 -2.22704 5.03533 -1.19333  0.00
H3 -0.67104 5.44863 -1.93403  0.00
H4 -2.15574 3.52603 -3.07153  0.00
H5 -2.09234 1.34593 -3.83243  0.00
H6 -1.31894 0.88473 -2.26443  0.00
H7 -0.61084 1.54393 -5.80443  0.00
H8 1.71646 1.50423 -6.71413  0.00
H9 3.62666 1.45213 -5.09183  0.00
H10 3.10006 1.45553 -2.64573  0.00
O2 1.50836 1.08533 0.47787  0.10
N3 2.07386 0.72013 1.62747  0.46
N4 1.17436 0.19553 2.43707  0.13
O3 -0.05434 -0.04447 1.96977  0.01
C9 1.43186 0.01043 3.75927  0.02
C10 0.39446 -0.37267 4.62757  0.03
C11 0.65466 -0.50867 5.96977  0.00
C12 1.92906 -0.26837 6.47937  0.05
C13 2.95106 0.11793 5.61747  0.00
C14 2.72176 0.25513 4.26807  0.04
H11 -0.59224 -0.51097 4.20877  0.00
H12 -0.14514 -0.78547 6.64297  0.00
H13 2.12096 -0.37747 7.53837  0.00
H14 3.93786 0.31753 6.01697  0.00
H15 3.49006 0.57003 3.57887  0.01
F1 -0.53154 7.51283 2.80607  0.03
C15 -1.31724 6.50723 3.35067  0.07
F2 -2.57514 6.97073 3.21247  0.01
F3 -1.04504 6.63693 4.69047  0.02
C16 -1.08454 5.18323 2.77847  0.24
C17 0.19136 4.55643 2.83307  0.08
C18 0.36066 3.31203 2.29397  0.08
N5 -0.62144 2.59013 1.68637  0.24
C19 -1.83664 3.19853 1.63157  0.09
C20 -2.11044 4.43893 2.13337  0.09
H16 1.02086 5.06593 3.30387  0.00
H17 1.33996 2.84923 2.33457  0.01
H18 -2.62094 2.62243 1.16137  0.00
H19 -3.10004 4.85953 2.03247  0.00
C21 0.37296 -2.07277 -3.69373  0.00
C22 1.11436 -2.63227 -2.48063  0.00
C23 1.26136 -4.13617 -2.70233  0.00
C24 2.48316 -1.95587 -2.42653  0.00
Si1 0.07716 -2.18687 -0.86623  0.00
O4 0.08386 -0.60737 -0.83643  0.01
C25 -1.58724 -3.02407 -1.33083  0.00
C26 -1.88094 -4.35657 -1.06783  0.00
C27 -3.08174 -4.92467 -1.46193  0.00
C28 -4.02104 -4.16837 -2.14073  0.00
C29 -3.74294 -2.83977 -2.42243  0.00
C30 -2.54194 -2.28367 -2.02443  0.00
C31 0.92056 -3.00667 0.67697  0.00
C32 0.29636 -2.91667 1.92177  0.00
C33 0.90016 -3.38747 3.07567  0.00
C34 2.14056 -3.99797 3.02237  0.00
C35 2.76456 -4.13087 1.79657  0.00
C36 2.16736 -3.62817 0.65317  0.00
H20 0.94356 -2.23607 -4.61423  0.00
H21 0.22086 -1.00757 -3.56323  0.00
H22 -0.59764 -2.55067 -3.80273  0.00
H23 1.83536 -4.34587 -3.61113  0.00
H24 0.27426 -4.58227 -2.80933  0.00
H25 1.76186 -4.62057 -1.86903  0.00
H26 2.94556 -1.92067 -3.41693  0.00
H27 3.16546 -2.48117 -1.76483  0.00
H28 2.36796 -0.94067 -2.05563  0.00
H29 -1.15654 -4.96087 -0.53803  0.00
H30 -3.28754 -5.96487 -1.23543  0.00
H31 -4.96054 -4.61097 -2.45613  0.00
H32 -4.47274 -2.23287 -2.94423  0.00
H33 -2.34184 -1.24347 -2.24033  0.00
H34 -0.67734 -2.45827 1.97107  0.00
H35 0.40086 -3.27557 4.02797  0.00
H36 2.61786 -4.36837 3.92097  0.00
H37 3.72776 -4.62217 1.72687  0.00
H38 2.69856 -3.73107 -0.27913  0.00
O5 -4.26694 -0.39717 0.07127  0.00
Se1 -2.82804 -0.16737 0.73397  0.00
O6 -1.98564 -1.51407 0.80557  0.00
O7 -1.98854 0.94083 -0.21633  0.00
O8 -3.00394 0.48783 2.17457  0.00

Q: Which of these has the lowest spin multiplicity?
A: C36H38ClNO9S

Q: What is the electronic energy in the second record?
A: -6110.3702 hartree